The following is a DFT calculation (ωB97M-V/def2-TZVPD) of a molecular structure, C32H35Cl3GeN13Ti in a non-equilibrium geometry.

Values from the calculation:
Molecular weight: 828.56 g/mol
2S+1: 4
Total charge: -2
ΔE to the lowest compared entry with this formula, charge and spin: 0.0 kJ/mol
Total energy: -170327.8964 eV
Kohn-Sham gap (spin up / spin down): 4.83 / 5.06 eV

Cartesian coordinates (Å):
H  -4.164  0.177  1.876
Ge  1.543  -3.633  0.850
H  2.121  4.305  -4.981
H  -4.541  1.578  2.890
C  4.593  -0.623  -2.254
C  -1.292  -2.916  5.271
C  -1.343  -0.144  3.033
C  -1.676  1.973  4.149
N  -0.547  2.196  -0.697
H  -2.561  2.795  1.836
H  -0.960  2.112  6.174
H  4.916  -1.356  -1.512
C  -1.830  1.176  3.019
H  -4.677  1.693  1.124
C  -2.058  -0.643  -3.585
C  -0.810  -0.673  4.215
N  1.195  0.584  -2.451
C  4.282  2.499  -3.147
H  0.225  3.196  -6.200
C  -0.677  0.157  5.330
H  -0.307  1.583  -5.731
N  2.736  -1.366  3.099
H  -0.938  -3.946  5.371
C  -2.205  -4.555  -0.709
C  0.859  2.120  0.894
C  2.060  1.561  -2.992
C  -2.624  1.706  1.851
H  -0.030  3.961  -3.817
N  -1.415  -0.481  -1.419
H  -0.471  -3.767  -1.822
H  -2.218  1.348  0.914
H  3.891  -1.120  -2.928
Cl  1.740  -2.210  -0.853
H  -2.038  2.996  4.115
H  3.111  0.244  -0.952
H  5.462  -0.309  -2.841
H  4.539  4.173  -4.480
C  -1.086  1.479  5.303
N  -1.429  -0.913  1.837
H  -3.675  -4.502  1.002
H  2.238  2.422  2.392
H  -0.328  -2.587  3.376
C  3.405  1.577  -2.594
C  -2.808  -4.096  0.499
N  1.689  1.713  1.941
C  -3.184  -0.851  -2.782
N  1.388  -0.579  1.620
N  1.904  -1.690  2.164
N  0.074  1.325  0.162
H  -1.418  2.947  -5.588
Cl  3.668  -3.938  1.337
H  -2.309  -2.948  4.872
C  -4.091  1.267  1.943
H  -1.339  -2.476  6.270
H  0.647  -2.128  4.753
C  3.930  0.584  -1.587
C  1.587  2.593  -3.817
N  2.797  -0.026  3.197
C  0.115  2.901  -4.046
H  -0.506  2.363  -3.329
C  1.953  0.408  2.255
H  -0.226  -0.251  6.230
C  -0.375  2.642  -5.472
H  -2.001  -0.634  -4.666
C  -2.220  -2.023  1.914
N  -1.017  -2.759  0.002
C  -2.072  -2.980  0.899
H  -4.198  -1.053  -3.091
H  -2.512  -5.402  -1.308
Ti  -0.131  -0.833  0.173
H  0.347  0.178  -4.272
N  -0.139  3.386  -0.449
H  5.323  2.474  -2.837
C  0.266  0.117  -3.172
Cl  1.498  -5.514  -0.346
C  3.849  3.453  -4.057
C  -0.991  -0.406  -2.726
H  4.654  1.087  -0.941
C  -1.148  -3.736  -0.986
H  -2.915  -2.159  2.734
C  -0.369  -2.112  4.353
N  0.765  3.387  0.566
H  -3.285  -0.869  -0.550
C  2.503  3.505  -4.353
C  -2.724  -0.736  -1.465